155
Properties=species:S:1:pos:R:3:forces:R:3 method="wB97M-V/def2-TZVPD" e_tot_ha=-2588.9277 relative_energy_kj_mol=1422.0 homo_energy_ev=-7.240
C -2.7716 5.0495 -1.4193 -0.09 -0.51 0.35
C -3.3356 5.4562 -0.0702 0.70 -0.62 0.73
O -2.3493 5.2809 0.9522 0.03 0.61 -0.15
H -2.6191 3.9654 -1.3833 -0.19 -0.04 -0.34
H -1.7696 5.4499 -1.5669 -0.12 0.41 -0.06
H -3.4447 5.3263 -2.2316 0.12 -0.12 -0.13
H -4.1588 4.8062 0.2498 -0.43 0.29 -0.55
H -3.6510 6.4990 -0.0687 0.02 -0.02 0.17
H -2.1003 4.3428 0.9888 0.13 -0.10 0.04
C -4.9805 1.5525 -0.1779 1.08 -0.64 -0.63
C -5.2581 1.1318 1.2408 -1.88 -0.13 0.16
O -4.4444 1.8110 2.1800 0.12 0.03 -0.22
H -5.6909 1.1209 -0.8847 -0.34 0.07 0.28
H -4.0271 1.1401 -0.5275 0.18 0.21 0.15
H -4.9479 2.6302 -0.3337 -0.14 0.04 0.27
H -5.2707 0.0466 1.3952 0.79 -0.11 -0.26
H -6.3262 1.3381 1.4067 0.09 0.49 0.30
H -4.7775 1.6653 3.0695 -0.04 -0.03 -0.03
C -2.2252 -2.8842 -1.9493 -1.03 -10.83 -9.41
C -0.9860 -3.5329 -1.3699 0.74 0.60 0.44
O -0.0644 -2.5582 -0.8828 -6.21 -10.46 8.14
H -2.7709 -2.3040 -1.2106 -7.98 -7.84 -2.73
H -2.8436 -3.5938 -2.5050 0.20 -0.92 -0.23
H -1.8945 -2.2609 -2.7920 -0.35 0.59 0.47
H -0.4411 -4.0586 -2.1598 -0.42 -0.60 0.05
H -1.3091 -4.1715 -0.5504 0.30 -0.55 -0.01
H 0.2264 -1.9750 -1.5923 -1.17 -4.39 -2.72
C -0.8935 2.9919 -4.1209 0.15 0.30 0.78
C -1.4571 1.6012 -4.4816 0.14 1.46 0.53
C -2.5814 1.8948 -5.4793 0.21 -0.83 -1.05
C -2.9847 0.6575 -6.3041 -0.18 0.07 1.01
C -1.7625 -0.0244 -6.9341 -0.35 1.32 0.41
C -0.6139 -0.2923 -5.9167 -1.15 -1.53 -1.02
N -0.3710 0.8905 -5.1406 0.04 0.53 -1.11
O 0.7717 0.7139 -4.3357 0.02 0.18 0.27
C -1.0229 -1.5220 -5.1005 0.04 -0.81 0.60
C 0.6141 -0.6636 -6.7436 0.88 -0.02 0.02
C -1.9993 0.9483 -3.1924 -0.80 -0.42 -0.83
H -1.6661 3.7360 -3.9041 -0.32 -0.33 -0.06
H -0.2879 3.4270 -4.9155 0.10 -0.29 -0.08
H -0.3085 2.9489 -3.1965 0.22 -0.03 -0.21
H -3.4245 2.3378 -4.9486 -0.06 -0.14 0.09
H -2.2669 2.6316 -6.2250 0.31 0.19 0.27
H -3.7283 0.9762 -7.0369 0.12 -0.20 -0.21
H -3.5013 -0.0365 -5.6318 -0.01 -0.15 -0.12
H -1.3788 0.6677 -7.6903 0.11 -0.13 -0.11
H -2.0971 -0.9331 -7.4307 0.35 -0.19 0.03
H -1.9740 -1.4036 -4.5776 0.03 0.17 -0.16
H -1.1111 -2.4376 -5.6955 -0.12 0.30 -0.39
H -0.2787 -1.8245 -4.3571 0.11 0.45 0.09
H 1.2476 -1.3880 -6.2264 0.09 0.22 0.19
H 0.4039 -1.1348 -7.7061 -0.48 0.10 0.08
H 1.2095 0.2277 -6.9518 -0.01 -0.01 0.01
H -2.8801 0.3413 -3.4344 0.14 -0.22 -0.04
H -2.4120 1.6887 -2.5050 0.53 0.06 0.22
H -1.2606 0.2792 -2.7623 -0.01 0.33 0.40
H 1.3762 1.4555 -4.6035 -0.24 -0.14 0.31
C -2.4654 -3.1083 2.2600 -0.96 0.65 0.26
C -1.4878 -2.7812 3.3742 0.71 -0.10 0.36
C -1.6764 -3.7827 4.5133 -0.44 -0.05 0.57
C -0.4711 -3.9202 5.4191 -0.13 -0.44 -0.33
C 0.7526 -4.3108 4.5767 -1.30 0.38 0.46
C 1.0801 -3.2846 3.4847 0.45 -0.59 0.03
N -0.1404 -2.9389 2.7456 -0.74 -1.50 0.57
O 0.1153 -1.8911 1.8397 1.01 -2.75 2.50
C 1.7837 -2.0622 4.0947 -0.39 -0.49 0.07
C 1.9626 -4.0013 2.4378 0.23 1.28 -0.22
C -1.7142 -1.3469 3.8951 -0.08 0.32 -1.12
H -2.4276 -4.1431 1.9256 0.50 0.00 -0.14
H -2.3279 -2.3934 1.4423 0.05 -1.07 2.08
H -3.5209 -2.9451 2.5144 0.11 0.05 0.51
H -2.5308 -3.4303 5.1032 0.02 0.11 -0.07
H -1.9985 -4.7818 4.2029 0.29 0.07 -0.55
H -0.6490 -4.7663 6.0876 -0.08 0.25 0.30
H -0.3730 -3.0119 6.0179 0.43 -0.04 0.00
H 0.4812 -5.2537 4.0945 0.16 -0.07 -0.01
H 1.5441 -4.5071 5.3002 0.55 0.15 -0.55
H 2.3129 -1.5360 3.3029 0.12 0.28 0.25
H 1.0627 -1.4142 4.5965 -0.05 0.18 -0.26
H 2.4390 -2.3943 4.9006 0.40 0.05 -0.30
H 2.2200 -3.2668 1.6675 0.11 -0.40 0.52
H 2.9081 -4.3623 2.8435 -0.14 -0.27 0.15
H 1.3823 -4.7546 1.9091 0.08 -0.35 0.33
H -2.7857 -1.1424 3.8203 -0.06 0.01 0.83
H -1.3256 -0.6406 3.1528 -0.34 -1.03 1.37
H -1.2362 -1.0405 4.8226 -0.32 -0.53 0.42
H -0.0471 -2.2378 0.9428 -0.65 -0.83 -0.47
C 1.9946 -1.8576 0.0590 0.70 0.56 0.00
C 1.9898 -1.0733 -1.2529 0.62 0.38 0.89
C 3.0146 -1.5717 -2.2664 -0.21 -0.29 -0.30
O 4.2488 -1.9426 -1.6929 -0.33 0.06 0.49
C 5.1593 -2.3449 -2.6687 0.99 0.04 -0.32
N 0.6697 -1.1335 -1.8861 5.69 12.26 -6.11
H 1.9445 -2.9372 -0.0984 0.36 0.34 -0.23
H 1.1379 -1.6393 0.7064 2.30 0.79 -1.70
H 2.8382 -1.6165 0.7083 0.50 0.11 -0.49
H 2.1557 -0.0114 -1.0455 0.39 -0.06 0.24
H 3.1993 -0.8222 -3.0476 -0.16 0.07 -0.06
H 2.5507 -2.4446 -2.7484 0.12 -0.09 -0.13
H 5.4797 -1.4959 -3.2885 -0.34 -0.05 -0.26
H 4.8067 -3.1714 -3.2949 -0.30 0.15 -0.08
H 6.0921 -2.6952 -2.2205 -0.27 -0.01 0.46
H -0.0435 -0.7575 -1.2679 0.21 1.66 0.27
H 0.7104 -0.5236 -2.7092 -0.04 -0.09 -0.14
C 4.5256 3.6156 -3.1770 -0.04 0.49 0.24
C 3.3513 2.6383 -3.2719 -0.23 0.18 0.07
C 2.3794 2.7511 -2.1035 0.93 0.96 0.51
O 1.9686 4.1157 -2.0012 0.34 -0.76 0.26
C 1.2810 4.3402 -0.7779 -0.52 0.49 -1.00
N 2.6055 2.8851 -4.5210 0.60 -0.88 -0.05
H 5.2706 3.4923 -3.9661 -0.15 -0.41 -0.08
H 5.0629 3.5702 -2.2268 -0.14 -0.05 0.04
H 4.1426 4.6299 -3.3116 0.02 0.02 0.26
H 3.7695 1.6280 -3.2303 -0.32 -0.16 -0.38
H 2.9632 2.4699 -1.2160 -0.15 0.06 0.23
H 1.4965 2.1108 -2.1305 0.02 -0.25 -0.45
H 1.9218 4.2413 0.1017 0.01 -0.11 -0.05
H 0.4109 3.6745 -0.7351 0.06 -0.05 0.38
H 0.9086 5.3606 -0.8834 0.00 -0.04 0.45
H 3.2926 2.7547 -5.2599 -0.33 0.30 -0.26
H 2.3333 3.8625 -4.5014 -0.12 -0.02 -0.18
C -0.6479 1.4302 3.1021 -0.32 -0.13 -1.05
C -0.8751 1.2317 1.5918 -0.22 -0.19 0.27
C -1.4833 -0.1499 1.3313 -0.37 2.08 0.00
O -1.5420 -0.4100 -0.0544 -0.01 1.27 0.39
C -2.3976 -1.4687 -0.3869 2.24 8.39 7.87
N -1.7047 2.2956 1.0324 -0.03 0.54 -0.48
H -1.6340 1.5021 3.5655 0.13 0.23 0.31
H -0.0550 2.3277 3.2448 -0.06 0.09 0.29
H -0.1628 0.5286 3.4783 0.41 0.63 0.22
H 0.1084 1.3222 1.1183 0.01 -0.26 -0.20
H -2.4849 -0.1463 1.7763 -0.38 0.15 -0.38
H -0.8612 -0.9162 1.8087 -1.48 1.77 -0.91
H -3.4421 -1.1386 -0.3339 -0.50 0.00 -0.24
H -2.2748 -2.2975 0.3289 0.02 0.59 -2.24
H -2.1742 -1.9472 -1.3412 6.52 10.24 1.84
H -1.7467 2.1113 0.0311 -0.12 0.10 0.04
H -2.6664 2.2193 1.3706 0.32 -0.17 0.09
C 4.6137 -1.5434 7.0444 -1.00 -0.20 -0.93
C 4.0961 -0.1147 7.1911 1.10 1.18 0.73
C 3.0187 0.3511 6.2186 1.44 -1.42 -0.17
O 3.1292 1.7298 5.9721 -0.71 -0.16 0.31
C 2.0864 2.0165 5.0729 -0.11 0.88 -0.30
N 3.7022 0.1895 8.5807 -0.19 -0.59 -0.31
H 5.2498 -1.6189 6.1593 0.00 0.12 -0.01
H 3.7656 -2.2043 6.8403 0.11 -0.27 0.37
H 5.1985 -1.9218 7.8792 -0.19 0.22 0.25
H 4.9735 0.5056 6.9553 -0.10 0.18 -0.24
H 2.0218 0.0454 6.5532 -0.09 0.17 0.13
H 3.2309 -0.1558 5.2676 -0.25 -0.15 -0.02
H 2.2173 1.4774 4.1277 0.01 -0.06 0.00
H 2.0889 3.0869 4.8656 0.05 -0.02 0.02
H 1.1078 1.7511 5.4868 0.01 -0.03 0.03
H 3.3908 1.1514 8.6397 0.11 0.04 0.05
H 4.5246 0.0792 9.1613 -0.13 0.15 0.19

150
Properties=species:S:1:pos:R:3:forces:R:3 method="wB97M-V/def2-TZVPD" e_tot_ha=-2172.4494 smiles="CCN(CC)CC.CCN(CC)CC.CCN(CC)CC.CCN(CC)CC.CCN(CC)CC.CCN(CC)CC.CC(N)=O.CC(N)=O" relative_energy_kj_mol=89.7 homo_energy_ev=-7.942
O -21.4926 -4.7702 -23.2518 -0.64 -0.75 -0.05
C -22.4334 -4.4897 -22.5158 1.92 0.99 -0.87
N -22.5957 -5.0827 -21.3079 -0.96 0.52 -0.43
C -23.2366 -3.2505 -22.8528 0.00 0.57 1.55
H -23.0446 -4.4993 -20.6188 0.07 -0.55 0.48
H -21.9223 -5.7895 -21.0711 0.11 0.10 0.30
H -23.6565 -3.2079 -23.8504 -0.13 -0.33 0.05
H -22.5531 -2.4004 -22.7478 0.34 -0.24 -0.40
H -23.9322 -2.9982 -22.0453 -0.58 -0.34 -0.48
O -22.2323 -4.2124 -18.0929 -0.12 -0.15 0.22
C -21.3841 -5.0449 -17.7994 -0.21 1.04 -0.73
N -21.7176 -6.3390 -17.6321 -0.03 -0.89 0.32
C -19.9408 -4.6476 -17.7864 1.36 -0.36 1.64
H -21.0799 -7.0584 -17.3392 0.24 0.21 0.02
H -22.6922 -6.5867 -17.5952 -0.06 0.21 -0.10
H -19.3824 -4.8369 -16.8532 -0.74 -0.61 0.28
H -19.8136 -3.5690 -17.7756 -0.28 0.03 -1.14
H -19.3310 -5.2448 -18.4651 -0.21 0.53 -0.66
C -23.9295 1.0154 -21.3809 -0.14 1.30 0.76
C -24.1286 -0.2900 -20.5896 0.48 0.86 -1.82
N -24.5662 -0.0552 -19.2317 -0.05 -0.65 -0.32
C -24.2351 -1.2306 -18.3746 -0.19 1.42 -0.29
C -23.7873 -0.7849 -16.9869 -0.13 -1.26 0.44
C -26.0079 0.3191 -19.2448 1.69 -0.57 0.67
C -26.4865 0.6791 -17.8372 -0.81 0.63 -1.20
H -23.3000 1.6827 -20.7796 0.36 -0.24 -0.18
H -24.8147 1.6518 -21.4972 -0.33 -0.54 -0.05
H -23.5128 0.9358 -22.3845 0.15 -0.47 0.09
H -24.7629 -0.9097 -21.2532 -0.43 -0.30 0.62
H -23.1489 -0.7706 -20.6409 -0.01 -0.12 0.52
H -23.4312 -1.7594 -18.8803 -0.01 -0.19 0.15
H -25.1046 -1.8938 -18.2775 0.09 -0.18 -0.09
H -23.1462 0.0899 -16.9368 -0.10 0.14 -0.37
H -23.2289 -1.6266 -16.5592 0.00 0.13 0.12
H -24.6646 -0.6573 -16.3556 0.12 0.30 0.15
H -26.0564 1.2177 -19.8538 -0.32 -0.17 -0.25
H -26.5031 -0.5423 -19.7130 -0.70 0.35 0.05
H -26.8822 -0.1585 -17.2706 0.40 -0.04 0.26
H -25.7026 1.2640 -17.3656 0.05 -0.31 0.40
H -27.3161 1.3790 -17.9889 -0.12 -0.15 0.27
C -17.1569 -11.7184 -19.7631 -0.79 0.65 -0.22
C -18.2043 -10.9713 -20.6197 0.97 -0.43 0.50
N -18.4415 -9.6213 -20.1661 -0.30 0.89 0.85
C -19.3081 -8.8697 -21.0861 0.47 -0.84 -0.70
C -19.6336 -7.4426 -20.6863 0.44 0.15 0.34
C -18.8741 -9.5155 -18.7789 -0.03 0.27 1.04
C -20.0631 -10.3762 -18.3422 0.38 -0.31 -0.69
H -17.4536 -11.7022 -18.7149 0.08 -0.30 0.03
H -16.1924 -11.2211 -19.8454 0.11 -0.17 -0.05
H -17.1373 -12.7374 -20.1439 0.35 -0.10 0.22
H -17.7540 -10.9405 -21.6137 -0.47 0.16 -0.23
H -19.1062 -11.5984 -20.6325 -0.17 0.14 -0.31
H -18.7086 -8.8715 -22.0023 -0.38 0.20 -0.20
H -20.2122 -9.4649 -21.2941 -0.15 0.26 -0.08
H -19.7972 -6.7737 -21.5318 -0.17 -0.28 -0.22
H -20.4930 -7.3778 -20.0160 0.00 0.00 0.03
H -18.7624 -7.0304 -20.1679 -0.06 0.04 0.07
H -19.1491 -8.4824 -18.5448 0.11 0.07 -0.42
H -18.0524 -9.6638 -18.0684 0.20 -0.37 -0.40
H -20.9672 -9.9931 -18.8194 -0.21 -0.17 0.28
H -20.1387 -10.4313 -17.2577 -0.22 0.26 0.02
H -19.9067 -11.3998 -18.6886 -0.20 -0.05 0.08
C -31.3165 -3.5497 -20.5524 0.42 -0.57 -0.26
C -29.9619 -3.5771 -21.2345 0.09 -0.28 -1.55
N -29.0817 -4.6112 -20.7378 0.93 -0.31 1.11
C -27.7299 -4.6578 -21.2688 0.03 1.41 -0.73
C -27.0809 -3.2724 -21.3662 0.42 0.24 0.53
C -29.6353 -5.9315 -20.6650 -1.86 -1.32 -0.21
C -30.2340 -6.5207 -21.9878 0.04 0.70 0.19
H -31.8741 -4.4705 -20.7402 0.20 -0.12 0.05
H -31.9369 -2.7873 -21.0198 0.09 0.45 0.59
H -31.1210 -3.4961 -19.4808 -0.57 0.49 0.05
H -30.1270 -3.6886 -22.3264 -0.13 -0.23 -0.03
H -29.4473 -2.6163 -21.2302 -0.07 0.03 0.70
H -27.0871 -5.2379 -20.6088 -0.24 -0.41 -0.08
H -27.7333 -5.0620 -22.2946 0.20 -0.39 0.09
H -25.9919 -3.3489 -21.4105 -0.04 -0.27 -0.20
H -27.3728 -2.6657 -22.2237 -0.23 -0.11 0.06
H -27.2532 -2.6982 -20.4508 -0.24 -0.01 -0.04
H -30.4114 -5.9990 -19.8902 -0.19 0.57 -0.25
H -29.0049 -6.7416 -20.2866 0.98 0.74 -0.06
H -30.5721 -5.7611 -22.6968 0.13 0.21 0.16
H -31.1437 -7.0739 -21.7543 0.28 -0.48 -0.07
H -29.4818 -7.1036 -22.5168 -0.23 -0.32 0.00
C -23.6433 -8.4642 -22.6210 -0.48 -0.60 0.64
C -24.6949 -7.6464 -23.3439 -0.78 -0.49 -0.55
N -24.8783 -8.1211 -24.7219 0.77 0.63 -0.65
C -25.8585 -9.1875 -24.9139 0.92 -0.04 0.68
C -27.3127 -8.7516 -24.6638 -0.09 -1.12 -0.54
C -25.0204 -7.0109 -25.6612 -0.34 -0.04 0.71
C -23.8004 -6.0940 -25.7449 0.63 -0.18 -0.89
H -23.9977 -9.4837 -22.4294 -0.13 -0.01 -0.30
H -23.4599 -8.0994 -21.6063 0.30 0.35 -0.20
H -22.7394 -8.5758 -23.2150 0.14 0.36 0.09
H -25.6826 -7.6795 -22.8598 0.21 -0.11 0.49
H -24.4534 -6.5867 -23.3704 0.30 -0.01 0.02
H -25.6616 -9.6857 -25.8660 -0.34 0.48 -0.34
H -25.5069 -9.9709 -24.2328 -0.56 0.04 0.35
H -27.8391 -9.5378 -24.1164 0.07 0.35 0.53
H -27.3037 -7.7918 -24.1571 -0.38 -0.05 0.19
H -27.9250 -8.6980 -25.5669 0.36 0.45 -0.21
H -25.8808 -6.3724 -25.3870 -0.10 -0.09 0.00
H -25.2817 -7.4591 -26.6221 0.22 0.21 -0.15
H -23.1239 -6.0019 -24.8945 -0.57 -0.14 0.45
H -24.1220 -5.0884 -26.0199 0.10 0.03 -0.08
H -23.1016 -6.4461 -26.5109 -0.23 0.04 -0.20
C -26.8085 -0.0341 -28.4086 -0.05 -0.06 0.76
C -25.9570 -0.2568 -27.1510 -0.37 0.49 -0.01
N -26.6079 -1.1629 -26.2176 0.47 -0.75 -0.46
C -25.6933 -2.0454 -25.4866 -1.29 -0.04 0.55
C -26.4096 -3.3203 -25.0459 -0.33 -0.51 0.05
C -27.6288 -0.5569 -25.3869 -0.66 -0.10 0.18
C -27.1392 0.2260 -24.1564 0.27 0.43 -0.14
H -26.4925 0.8793 -28.9121 0.09 -0.23 -0.35
H -27.8410 0.1206 -28.0921 -0.05 0.04 -0.10
H -26.7982 -0.9254 -29.0326 0.10 0.17 -0.25
H -24.9806 -0.6616 -27.4138 -0.01 -0.04 -0.04
H -25.7735 0.7350 -26.7043 0.11 -0.07 0.11
H -25.4168 -1.4983 -24.5755 0.85 -0.30 -0.01
H -24.8468 -2.3396 -26.1009 0.17 0.41 -0.04
H -25.7547 -4.0701 -24.5937 0.22 0.32 0.18
H -26.8805 -3.8592 -25.8723 0.01 0.33 -0.22
H -27.1986 -3.1113 -24.3205 0.05 0.02 -0.04
H -28.2418 0.0665 -26.0382 0.20 0.31 0.04
H -28.3533 -1.3100 -25.0647 0.18 -0.23 0.03
H -27.7758 1.0753 -23.9020 -0.12 -0.02 -0.26
H -27.0687 -0.3409 -23.2266 0.13 -0.33 -0.19
H -26.1506 0.6308 -24.3900 0.01 0.10 0.23
C -16.4074 -2.2136 -25.2656 0.08 -0.52 -0.39
C -17.2064 -1.6112 -24.1146 -0.20 -0.98 -0.72
N -17.6484 -2.6062 -23.1291 -0.15 0.45 0.37
C -18.5028 -1.8898 -22.1527 0.33 -1.34 -0.24
C -19.1473 -2.8873 -21.1746 0.48 0.89 -0.54
C -16.5714 -3.3689 -22.5063 0.61 0.62 -0.84
C -15.5135 -2.5311 -21.7532 -0.37 -0.76 0.08
H -15.3820 -2.4270 -24.9581 0.03 -0.03 -0.14
H -16.3738 -1.6051 -26.1723 0.09 0.54 0.38
H -16.8478 -3.1352 -25.6589 -0.07 -0.14 0.50
H -16.6039 -0.7956 -23.6967 -0.29 0.23 0.21
H -18.1540 -1.2583 -24.5196 0.16 0.59 -0.03
H -17.8631 -1.1719 -21.6272 -0.52 0.51 0.05
H -19.2912 -1.4507 -22.7608 0.08 0.53 0.21
H -19.3937 -3.7454 -21.8006 -0.12 -0.32 0.48
H -18.4285 -3.0787 -20.3780 -0.19 -0.53 0.04
H -20.0450 -2.4561 -20.7314 -0.04 -0.09 0.04
H -16.0262 -3.8317 -23.3345 -0.09 -0.17 0.05
H -16.9761 -4.2063 -21.9408 -0.08 0.22 0.31
H -15.9131 -1.9618 -20.9146 -0.01 -0.02 0.04
H -15.0206 -1.8468 -22.4412 0.07 0.04 0.04
H -14.7777 -3.2446 -21.3767 0.16 0.24 0.11